Entry 1:
Entry from the Open Molecules 2025 dataset: a single C19H24N4O3 molecule (ωB97M-V/def2-TZVPD).

```
! wB97M-V def2-TZVPD RIJCOSX def2/J DEFGRID3
* xyz 0 1
C -3.90318 -2.79465 2.40134
C -2.58019 -2.23061 2.12660
C -1.50546 -1.75281 1.89048
C -0.20438 -1.14872 1.58878
C -0.30069 0.00015 0.58830
N -0.85187 -0.40201 -0.68056
C -2.13495 -0.20688 -1.06749
O -2.96791 0.40141 -0.40338
C -2.46338 -0.76384 -2.37992
N -1.58251 -1.43103 -3.15843
C -2.20345 -1.78494 -4.25289
N -3.50670 -1.36599 -4.23225
C -4.50302 -1.51540 -5.15556
C -5.73273 -0.99540 -4.89011
C -5.97000 -0.31306 -3.67790
C -4.97386 -0.16187 -2.75091
C -3.70327 -0.69682 -3.02145
C 1.03210 0.73335 0.44532
O 1.78973 0.82562 1.39773
N 1.28290 1.29373 -0.74998
C 2.48288 2.04736 -1.05372
C 2.12776 3.16410 -2.01028
O 1.66300 2.60657 -3.23283
C 3.57716 1.11468 -1.57380
C 4.90383 1.80759 -1.86718
C 5.98747 0.81530 -2.27612
H -4.62501 -1.99055 2.54026
H -4.22597 -3.41477 1.56566
H -3.87407 -3.40389 3.30415
H 0.23211 -0.79058 2.52059
H 0.45824 -1.92966 1.20492
H -0.97479 0.74997 1.01245
H -0.26620 -0.93780 -1.30760
H -1.78179 -2.33157 -5.07956
H -4.25259 -2.04831 -6.06004
H -6.52745 -1.10750 -5.61224
H -6.95018 0.09592 -3.47657
H -5.13788 0.35638 -1.81852
H 0.59639 1.21248 -1.48484
H 2.83622 2.51776 -0.13380
H 1.34167 3.78203 -1.55936
H 2.99134 3.81697 -2.16877
H 1.39043 3.31930 -3.81453
H 3.74007 0.33627 -0.82347
H 3.21928 0.60472 -2.47316
H 4.77370 2.54193 -2.66647
H 5.23345 2.36170 -0.98300
H 6.92853 1.32525 -2.48496
H 6.17269 0.08608 -1.48542
H 5.69935 0.26703 -3.17493
*
```

Output
- energy relative to the best compared isomer or geometry (same formula, charge and spin) (kcal per mole) = 69.3
- molar mass (g mol⁻¹) = 356.43
- SMILES = CC#CC[C@H](NC(=O)c1ncn2ccccc12)C(=O)N[C@H](CO)CCC

Entry 2:
Entry from the Open Molecules 2025 dataset: 2 unconnected molecules or ions with the total composition C19H24N4O5 (ωB97M-V/def2-TZVPD).

```
! wB97M-V def2-TZVPD RIJCOSX def2/J DEFGRID3
* xyz 0 1
C -5.40587 -3.18275 -1.35583
O -5.13170 -1.78546 -1.10219
C -3.83464 -1.38537 -1.08031
C -3.57447 -0.07205 -0.61634
C -2.27592 0.34918 -0.47508
C -1.16973 -0.46726 -0.80529
C 0.17779 0.05475 -0.69682
C 1.27896 -0.75442 -0.57557
C 2.64196 -0.22231 -0.77837
O 2.89152 0.94817 -0.99164
O 3.68375 -1.10333 -0.60285
C 3.35690 -2.49669 -0.82583
C 2.94966 -2.73210 -2.26759
C 4.59587 -3.30148 -0.42462
O 2.29849 -2.87394 0.08518
C 1.22166 -2.03322 0.19309
O 0.33090 -2.31588 0.96729
C -1.44906 -1.77809 -1.27109
C -2.74708 -2.23436 -1.41938
H -6.48210 -3.27035 -1.20175
H -5.13999 -3.44544 -2.39023
H -4.86081 -3.83219 -0.65368
H -4.41739 0.56858 -0.36711
H -2.07322 1.34736 -0.09450
H 0.36527 1.11668 -0.84106
H 2.04738 -2.16894 -2.53271
H 3.77121 -2.42401 -2.92408
H 2.76329 -3.80061 -2.42133
H 4.82310 -3.12584 0.63077
H 4.41757 -4.36961 -0.57963
H 5.45203 -2.98817 -1.02907
H -0.62556 -2.44902 -1.51565
H -2.91113 -3.25700 -1.76652
N -3.28807 4.66490 -1.30065
N -2.55330 4.14342 -0.58821
N -1.81843 3.38630 0.05802
C -1.09779 4.05051 1.13726
C -0.30750 3.04348 1.96531
C 0.77195 3.73199 2.82703
C 2.04532 2.87401 2.69346
C 1.67055 1.70625 1.77168
N 0.34276 1.98337 1.22600
H -0.39636 4.81671 0.75091
H -1.78396 4.54096 1.85787
H -1.04108 2.56198 2.63881
H 0.97147 4.75192 2.48053
H 0.42927 3.76906 3.86688
H 2.84817 3.46259 2.23443
H 2.38543 2.47968 3.65494
H 2.38862 1.65312 0.94713
H 1.68833 0.72646 2.28323
H -0.22402 1.13845 1.22516
*
```

Output
- energy relative to the best compared isomer or geometry (same formula, charge and spin) (kcal per mole) = 140.4
- molar mass (g mol⁻¹) = 388.42

Entry 3:
Entry from the Open Molecules 2025 dataset: a single C19H24N4O7S molecule (ωB97M-V/def2-TZVPD).

```
! wB97M-V def2-TZVPD RIJCOSX def2/J DEFGRID3
* xyz 0 1
C 6.11877 1.08270 -0.12154
C 5.58490 -0.32168 0.08746
O 4.18214 -0.30903 -0.16521
C 3.53399 -1.47802 -0.00425
O 4.08266 -2.49399 0.35225
C 2.12391 -1.31037 -0.32188
S 1.61970 0.25089 -0.90893
C -0.00225 -0.30534 -1.00425
N -1.00386 0.55203 -1.39450
C -0.78031 1.87830 -1.58452
O 0.33907 2.35207 -1.54347
C -2.02470 2.70925 -1.79972
C -2.82292 2.85805 -0.49682
C -1.93347 3.24363 0.68932
N -1.29897 2.07394 1.24970
N -2.02675 0.99404 1.46023
C -1.20020 0.09989 1.99014
N -1.63727 -1.20257 2.32351
O -2.81986 -1.45418 2.23630
O -0.78140 -1.99421 2.67163
C 0.09429 0.62854 2.12811
C -0.00746 1.91502 1.64140
C 1.03142 2.95838 1.48793
C -0.14921 -1.62957 -0.62618
C -1.41686 -2.37416 -0.61548
O -1.52148 -3.56772 -0.51086
O -2.49248 -1.55330 -0.72784
C -3.78095 -2.16823 -0.63162
C -4.25356 -2.68801 -1.98032
C 1.09105 -2.20922 -0.22036
C 1.21872 -3.58613 0.31411
H 5.91752 1.40971 -1.13794
H 7.19061 1.09617 0.05317
H 5.63626 1.77299 0.56510
H 5.75737 -0.66866 1.11299
H 6.06101 -1.03557 -0.59457
H -1.94161 0.16355 -1.36729
H -2.65175 2.25125 -2.56527
H -1.70411 3.69148 -2.15040
H -3.58252 3.62674 -0.63918
H -3.32616 1.92420 -0.24233
H -2.54785 3.70683 1.46872
H -1.15728 3.94511 0.38091
H 0.95367 0.12809 2.52036
H 0.73060 3.89137 1.96219
H 1.21519 3.13994 0.42811
H 1.95561 2.61309 1.94071
H -3.72306 -2.98277 0.09500
H -4.43508 -1.38483 -0.24479
H -5.25090 -3.10460 -1.87617
H -4.27992 -1.88545 -2.71496
H -3.58287 -3.46783 -2.33261
H 0.63814 -3.66028 1.23422
H 2.25849 -3.81791 0.51832
H 0.80199 -4.30359 -0.38866
*
```

Output
- energy relative to the best compared isomer or geometry (same formula, charge and spin) (kcal per mole) = 0.0
- molar mass (g mol⁻¹) = 452.49
- SMILES = CCOC(=O)c1sc(NC(=O)CCCn2nc([N+](=O)[O-])cc2C)c(C(=O)OCC)c1C

Which of these has the highest energy relative to the best compared isomer or geometry (same formula, charge and spin)?
C19H24N4O5

Look up the energy relative to the best compared isomer or geometry (same formula, charge and spin) of the third one.
0.0 kcal per mole

Which value of energy relative to the best compared isomer or geometry (same formula, charge and spin) does entry 1 give?
69.3 kcal per mole